Record 1
11
Properties=species:S:1:pos:R:3:forces:R:3:mulliken_charge:R:1 method="wB97M-V/def2-TZVPD" e_homo_ha="-0.3470 / -0.3310" e_tot_ev=-18570.6720 fmax_ev_per_a=3.4 e_above_lowest_kcal_mol=112.9 multiplicity=1
C 1.58033 -0.67838 0.41698 -1.77 -0.18 -1.08 -1.04
C 0.88772 0.56443 0.03432 -2.03 0.03 -1.73 0.54
N -0.57596 0.45385 -0.01358 -0.61 0.12 1.04 -0.11
O -1.25067 1.34567 -0.77946 3.02 -0.75 -1.24 -0.26
O 1.33258 1.62967 -0.25779 0.77 0.50 0.22 -0.48
S -2.44342 -1.00989 0.29387 0.87 -0.04 0.62 -0.15
H 2.62672 -0.50269 0.45853 0.76 -0.44 -0.01 0.30
H 1.10459 -1.02000 1.28393 -0.05 -0.20 2.17 0.35
H 1.13258 -1.47441 -0.20767 1.12 0.30 -0.58 0.31
H -1.92563 1.62715 -0.21095 -2.00 0.68 1.30 0.37
H -2.46882 -0.93539 -1.01817 -0.08 -0.02 -0.72 0.17

=====

Record 2
23
Properties=species:S:1:pos:R:3:forces:R:3:mulliken_charge:R:1 method="wB97M-V/def2-TZVPD" e_homo_ha=-0.5010 e_tot_ev=-19800.8434 total_charge=+1 smiles=C#C[C@H](S)[NH+](CC)CC fmax_ev_per_a=4.3 e_above_lowest_kcal_mol=72.0 multiplicity=1
C -2.50567 2.11716 0.22507 -0.09 -1.46 0.16 -0.06
C -1.90545 1.09037 0.02300 -0.69 2.44 0.11 -1.18
C 1.77157 -2.02539 0.68552 1.72 3.40 1.65 -1.12
C 0.73550 1.84406 -0.81016 -2.75 -0.35 -1.94 -1.02
C 0.78408 -1.47460 -0.32156 -0.99 -2.34 2.70 -0.49
C 0.87562 0.86632 0.31039 1.82 0.29 2.48 -0.21
C -1.20820 -0.02027 -0.50434 -3.05 -1.61 -2.54 0.34
N 0.01279 -0.32038 0.23381 0.08 -1.62 -0.02 0.09
S -2.43626 -1.40891 -0.18403 -0.65 -0.19 0.48 -0.18
H -3.28068 2.78533 0.47797 -0.11 0.70 0.16 0.49
H 2.43530 -1.12603 1.12841 -1.11 -2.30 -0.86 0.30
H 1.25847 -2.45653 1.53853 -0.11 -0.19 0.09 0.36
H 2.44314 -2.74728 0.26611 0.22 -0.32 -0.34 0.40
H 1.37101 2.68119 -0.79287 1.09 0.84 0.60 0.43
H 0.90477 1.38337 -1.82192 -0.07 0.19 0.94 0.27
H -0.34065 2.27244 -0.82890 2.14 -0.57 -0.07 0.21
H 0.14539 -2.34821 -0.36283 -0.90 0.31 -0.90 0.29
H 1.18337 -1.23866 -1.22343 1.12 0.89 -2.69 0.48
H 0.67726 1.26456 1.33677 0.16 0.32 -1.04 0.31
H 1.85942 0.37037 0.40255 -0.13 1.15 -0.29 0.22
H -1.19037 0.07247 -1.75365 0.80 -0.46 3.61 0.36
H -0.25642 -0.70069 1.18537 0.00 1.03 -1.04 0.49
H -3.33398 -0.88066 0.79020 1.49 -0.15 -1.22 0.22

=====

Record 3
15
Properties=species:S:1:pos:R:3:forces:R:3:mulliken_charge:R:1 method="wB97M-V/def2-TZVPD" e_homo_ha="-0.2360 / -0.2360" e_tot_ev=-31829.1337 fmax_ev_per_a=4.2 e_above_lowest_kcal_mol=83.4 multiplicity=1
C 0.04178 -0.56005 -0.86713 0.72 -0.38 -0.41 0.39
C -1.10877 0.81270 0.84209 -0.28 -1.11 4.02 0.23
C -2.12308 -0.19927 0.69418 -0.93 0.92 2.81 0.00
C 0.06178 -1.76330 -1.79943 0.28 3.06 -1.04 -0.82
C -1.45125 2.23469 0.63779 -0.38 2.19 1.41 -1.27
N -0.05715 0.26065 -0.04284 2.10 -0.85 -3.37 -0.16
Cl -1.50354 -1.76584 1.29544 -0.75 0.22 -0.78 -0.21
Cl -2.95572 -0.06451 -0.78109 -0.17 -0.88 -0.93 -0.18
H -0.62054 0.72807 1.88762 -0.78 -0.04 -1.61 0.16
H -0.73018 -1.59298 -2.60124 0.71 -0.66 1.47 0.27
H 0.00695 -2.60432 -1.16079 -0.58 -1.04 0.25 0.29
H 1.02172 -1.76054 -2.34138 -0.20 -0.07 0.28 0.32
H -0.58057 2.94266 0.81289 -0.93 -0.99 0.29 0.34
H -2.34213 2.46554 1.36428 1.84 -0.29 -1.41 0.30
H -1.73497 2.47978 -0.35521 -0.66 -0.09 -0.97 0.36

=====

Record 4
12
Properties=species:S:1:pos:R:3:forces:R:3:mulliken_charge:R:1 method="wB97M-V/def2-TZVPD" e_homo_ha=-0.1940 e_tot_ev=-26168.4429 total_charge=-1 fmax_ev_per_a=4.0 e_above_lowest_kcal_mol=52.4 multiplicity=1
C 0.24034 -0.54696 -0.63670 1.09 0.90 1.05 -0.08
C -1.63698 -0.71138 1.08493 1.53 -1.78 -2.64 0.57
C 0.31847 1.83885 0.36958 1.14 0.34 0.04 -0.05
C 1.13710 -1.79031 -0.81977 0.44 0.61 -0.57 0.55
N -0.88314 -0.86408 0.13026 -2.54 0.79 2.96 -0.23
N -0.21124 2.87873 0.41885 1.02 -2.84 0.10 0.50
O 0.56142 -2.83609 -1.01987 -0.08 -1.34 -0.30 -0.65
O -0.90121 3.84347 0.56186 -0.98 1.94 0.07 -0.71
O -2.47342 -0.89518 1.89892 0.46 0.86 -0.05 -0.51
O 2.36090 -1.48261 -0.69279 -0.32 -0.32 0.06 -0.70
S 1.55105 0.49214 0.16806 -1.72 1.26 0.07 -0.02
H -0.06329 0.07342 -1.46332 -0.04 -0.42 -0.79 0.34

=====

Record 5
22
Properties=species:S:1:pos:R:3:forces:R:3:mulliken_charge:R:1 method="wB97M-V/def2-TZVPD" e_homo_ha=-0.1012 e_tot_ev=-25156.4317 total_charge=-1 fmax_ev_per_a=2.9 multiplicity=1
C -0.82606 -3.26012 -1.38441 -0.79 0.39 1.21 -0.56
C -1.65651 -2.35041 -0.71384 0.73 0.12 -2.83 -0.68
In -0.62144 -0.65540 0.31657 0.25 0.33 -1.01 0.74
C 1.11000 -1.44970 1.41523 -0.19 -0.03 -0.04 -1.08
S -2.32122 0.35533 1.84218 -0.14 0.24 -0.05 -0.58
C 0.12102 0.92174 -1.04909 -0.11 0.11 0.22 -1.04
C -0.02832 2.34508 -0.48450 0.02 -0.02 -0.01 -0.26
C 1.25443 2.91097 0.07771 -0.25 0.06 0.21 -0.36
F 2.26440 2.99309 -0.89530 -0.06 0.03 0.11 -0.32
H -0.42274 -3.07791 -2.39634 1.27 1.08 1.00 0.21
H -0.37780 -4.16595 -0.93155 -1.56 -0.80 -0.65 0.22
H -2.73514 -2.37611 -0.56155 0.38 -1.35 2.02 0.31
H 1.74926 -0.60661 1.68901 -0.03 -0.03 0.12 0.22
H 0.83260 -2.00875 2.31005 0.09 0.01 0.04 0.27
H 1.68498 -2.10010 0.75211 -0.04 -0.05 0.00 0.24
H -2.35672 -0.62235 2.74779 0.07 -0.16 0.09 0.04
H 1.17391 0.69188 -1.23493 0.00 0.12 -0.10 0.38
H -0.39466 0.83741 -2.00866 0.01 -0.05 0.08 0.31
H -0.73351 2.36450 0.35886 0.01 0.09 -0.07 0.14
H -0.44139 3.04292 -1.22384 0.16 0.02 -0.02 0.32
H 1.62372 2.29003 0.90019 0.12 -0.11 -0.18 0.18
H 1.10118 3.92045 0.47432 0.07 0.01 -0.13 0.29

=====

Record 6
20
Properties=species:S:1:pos:R:3:forces:R:3:mulliken_charge:R:1 method="wB97M-V/def2-TZVPD" e_homo_ha=-0.2816 e_tot_ev=-10953.5243 smiles="C/C=C/N.O.O.O" fmax_ev_per_a=1.8 e_above_lowest_kcal_mol=28.8 multiplicity=1
C 0.57591 2.04285 -0.56276 -0.26 -1.81 0.03 -1.15
C 0.02913 1.44941 0.72592 -0.21 -0.09 0.17 0.01
C 0.50224 0.29045 1.21299 0.68 0.24 -1.27 -0.19
N 0.33312 -0.26939 2.47578 -0.65 1.49 -0.72 -0.49
H 0.01264 1.71929 -1.44697 -0.44 0.54 0.05 0.24
H 0.66747 3.12166 -0.53514 0.19 0.04 -0.04 0.37
H 1.52020 1.51559 -0.72280 0.39 0.69 -0.03 0.28
H -0.79981 1.96467 1.20179 0.25 0.20 0.35 0.24
H 1.05101 -0.27367 0.45305 0.69 -0.07 0.67 0.15
H 0.49833 -1.25022 2.58329 -0.43 -0.27 -0.16 0.27
H -0.58300 0.08441 2.72675 -0.02 -0.86 1.04 0.25
H -1.78965 -1.34037 0.67743 0.54 0.29 -0.46 0.42
H -3.16398 -1.50384 1.21915 -0.23 -0.04 0.20 0.29
O -2.24538 -1.57095 1.48790 -0.38 -0.20 0.40 -0.62
H 2.25135 -1.74153 -1.93538 -0.25 0.30 -0.52 0.32
H 2.72187 -0.55480 -2.76729 -0.37 -0.18 -0.05 0.32
O 1.97170 -1.16407 -2.67154 0.51 -0.10 0.66 -0.65
H -0.45788 -0.50421 -1.41655 -0.38 -0.17 0.07 0.32
H -1.77510 -1.27511 -1.67021 -0.22 -0.46 -0.75 0.28
O -1.32017 -0.74016 -1.03544 0.56 0.46 0.36 -0.67